Record 1
Below is C15H14N4O2RuS2 as an isolated structure, with properties calculated with ωB97M-V with the def2-TZVPD basis set.

XYZ file:
```
38
Properties=species:S:1:pos:R:3:forces:R:3
Ru 1.365 -0.090 0.057 0.5 -1.1 1.2
C -0.374 3.939 -0.246 0.0 0.0 -0.1
C 0.125 2.592 0.133 0.1 0.1 -0.2
N 0.963 1.872 -0.521 0.2 0.2 0.0
N 1.532 2.284 -1.693 -0.1 0.4 -0.2
C 2.556 1.577 -2.199 -0.1 -0.1 0.0
N 3.178 2.009 -3.277 0.0 0.1 0.0
S 3.063 0.128 -1.441 0.3 0.0 -0.3
C -0.319 1.949 1.378 -0.2 0.0 0.4
C -1.248 2.507 2.236 0.2 0.0 -0.2
C -1.577 1.831 3.406 0.0 -0.1 0.1
C -0.957 0.628 3.684 0.0 0.1 0.0
C -0.042 0.118 2.777 0.1 0.0 0.0
N 0.272 0.763 1.649 -0.3 -0.2 -0.3
H 0.126 4.371 -1.108 0.0 0.0 0.0
H -0.238 4.628 0.589 0.0 0.0 0.0
H -1.442 3.885 -0.468 0.0 0.0 0.0
H 1.208 3.142 -2.123 0.0 -0.1 0.0
H 2.961 2.886 -3.728 0.0 0.0 0.0
H 3.907 1.445 -3.690 0.0 0.0 0.0
H -1.717 3.452 2.005 0.0 0.0 0.0
H -2.307 2.249 4.086 0.0 0.0 0.0
H -1.177 0.072 4.584 0.0 0.0 0.0
H 0.452 -0.827 2.954 0.0 0.0 0.0
O -1.865 -0.384 -0.352 0.0 -0.2 -0.1
C -0.963 -1.052 -0.782 -0.1 0.0 0.1
O 0.131 -0.519 -1.349 -0.3 0.1 -0.3
C -0.876 -2.543 -0.717 0.0 0.2 0.2
C -1.916 -3.338 -1.157 0.1 0.0 0.1
C -1.794 -4.722 -1.092 0.0 0.0 0.0
C -0.648 -5.315 -0.572 0.0 -0.1 0.0
C 0.389 -4.535 -0.107 0.1 0.0 0.0
C 0.297 -3.135 -0.178 0.0 0.1 0.0
S 1.651 -2.260 0.456 -0.5 0.8 -0.4
H -2.815 -2.883 -1.550 0.0 0.0 0.0
H -2.608 -5.344 -1.441 0.0 0.0 0.0
H -0.574 -6.393 -0.522 0.0 0.0 0.0
H 1.277 -4.986 0.317 0.0 0.0 0.0
```
Forces are in eV/Å.

Its LUMO energy (spin up / spin down) is -9.04 / -9.05 eV. Its energy above the lowest of the compared OMol25 structures with the same formula, charge and spin is 15.14 kcal per mole. Its total charge is +2.

Atom charges from the natural (NBO) analysis, given in e for atoms 1 to 5: atom 1 (Ru): 0.69, atom 2 (C): -0.69, atom 3 (C): 0.34, atom 4 (N): -0.24, atom 5 (N): -0.40

---

Record 2
Below is C11H19N3O6PSm as an isolated structure, with properties calculated with ωB97M-V with the def2-TZVPD basis set.

XYZ file:
```
41
Properties=species:S:1:pos:R:3:forces:R:3
O -1.672 -0.611 4.055 -2.4 1.1 -2.6
C -2.406 -0.271 3.230 2.4 -1.1 2.7
Sm 0.421 1.655 -0.490 0.2 -1.9 1.0
O -0.363 -2.036 1.201 0.2 5.6 -2.0
C -0.324 -0.926 0.814 0.5 -5.5 2.4
C 0.065 -0.658 -2.050 0.0 -1.4 -1.4
O -0.089 -1.586 -2.673 0.2 1.4 1.0
C -2.536 0.527 -1.726 -1.0 4.2 -6.1
O -3.133 0.828 -2.669 1.4 -1.6 3.1
C -2.483 -0.480 -0.280 -4.7 -1.8 3.0
O -3.634 -0.357 -0.017 3.5 -0.6 -0.4
H 1.350 3.164 -0.835 0.6 1.3 -0.4
C 3.691 -1.823 -0.933 1.8 0.8 -1.4
N 4.365 -0.515 -0.621 -0.4 -0.3 -1.0
C 4.729 0.251 -1.853 0.4 -2.1 0.3
P 3.733 0.325 0.617 -1.1 -0.9 -0.6
O 2.272 0.841 0.282 -0.1 0.3 0.2
N 3.594 -0.796 1.785 -0.5 -0.4 1.2
C 2.710 -0.577 2.970 0.3 0.2 -0.8
C 4.821 -1.544 2.165 -0.3 0.6 -0.5
N 4.685 1.569 0.882 1.2 1.8 0.7
C 6.178 1.426 0.927 -0.6 0.0 -0.4
C 4.217 2.840 1.529 -0.1 -0.8 -0.7
H 4.361 -2.358 -1.658 -0.7 0.4 0.7
H 2.731 -1.661 -1.414 -0.3 0.0 -0.1
H 3.591 -2.403 -0.055 -0.2 -0.6 0.8
H 3.852 0.545 -2.403 -0.5 0.2 -0.3
H 5.326 1.087 -1.597 0.5 0.8 0.2
H 5.330 -0.440 -2.485 -0.4 0.6 0.3
H 1.670 -0.451 2.658 0.2 0.0 0.1
H 2.781 -1.463 3.594 -0.1 0.0 0.0
H 3.038 0.290 3.542 -0.1 0.0 0.2
H 5.337 -1.876 1.273 0.1 -0.1 0.0
H 5.482 -0.925 2.757 0.3 0.1 0.2
H 4.525 -2.399 2.741 -0.1 -0.4 0.2
H 6.632 2.003 0.120 0.0 0.0 0.0
H 6.541 1.805 1.873 0.1 0.0 0.2
H 6.467 0.390 0.823 0.1 -0.2 -0.1
H 3.789 3.505 0.784 0.0 0.1 0.0
H 3.483 2.624 2.291 -0.2 0.0 0.3
H 5.068 3.317 1.996 0.1 0.1 0.0
```
Forces are in eV/Å.

Its LUMO energy (spin up / spin down) is -8.76 / -8.16 eV. Its energy above the lowest of the compared OMol25 structures with the same formula, charge and spin is 0.00 kcal per mole. Its total charge is +2. Its multiplicity is 6. As for the expectation value of S²: 8.8743.

Atom charges from the Löwdin analysis, given in e for atoms 1 to 5: atom 1 (O): 0.03, atom 2 (C): 0.04, atom 3 (Sm): 1.52, atom 4 (O): 0.09, atom 5 (C): -0.10

---

Record 3
Below is a 2-piece molecular cluster, C6H16 overall, with properties calculated with ωB97M-V with the def2-TZVPD basis set.

XYZ file:
```
22
Properties=species:S:1:pos:R:3:forces:R:3
C -1.149 2.850 -0.727 2.4 -1.9 0.8
C -1.130 1.395 -0.099 1.3 0.3 3.2
C -2.164 0.459 -0.643 0.9 -1.8 -0.5
H -0.226 2.924 -1.374 -0.8 0.5 1.0
H -1.915 2.859 -1.408 -2.2 0.3 -1.7
H -1.305 3.659 -0.017 0.4 -0.1 0.0
H -1.342 1.349 1.025 0.3 1.0 -1.2
H -0.070 1.004 -0.091 -1.3 0.3 -0.4
H -3.007 1.048 -0.872 -1.3 0.1 -0.5
H -2.420 -0.511 -0.156 0.0 1.2 1.0
H -1.749 -0.039 -1.485 0.1 0.2 -1.8
C 1.639 -2.562 -0.309 3.1 1.4 2.4
C 1.748 -1.002 0.090 0.3 -0.9 1.7
C 1.107 -0.809 1.542 -2.4 -3.5 -0.1
H 1.845 -3.210 0.626 -0.7 1.2 -1.2
H 0.738 -2.820 -0.722 -2.1 -0.8 -1.3
H 2.541 -2.803 -0.894 -0.8 0.0 -0.5
H 1.418 -0.184 -0.634 0.3 -1.6 0.7
H 2.842 -0.958 0.215 -0.3 0.8 0.0
H 1.240 -1.829 2.156 -0.2 2.0 -1.5
H -0.067 -0.716 1.509 2.2 -0.1 -0.2
H 1.427 -0.104 2.267 0.7 1.3 -0.1
```
Forces are in eV/Å.

Its LUMO energy is 1.11 eV. Its energy above the lowest of the compared OMol25 structures with the same formula, charge and spin is 49.47 kcal per mole. As for the SMILES: CCC.CCC.

Atom charges from the natural (NBO) analysis, given in e for atoms 1 to 5: atom 1 (C): -0.61, atom 2 (C): -0.40, atom 3 (C): -0.63, atom 4 (H): 0.21, atom 5 (H): 0.20

---

no.,maximum force (eV Å⁻¹),E_tot (Eh),M (Da)
1,1.7,-1840.21745,447.51
2,7.5,-2044.87851,470.62
3,4.3,-238.11770,88.19